The following is a quantum chemistry calculation of a 7-piece molecular cluster, C24H49BrNO18 overall, from the OMol25 dataset.

Geometry as XYZ:
```
93
C24H49BrNO18 | the OMol25 dataset | ωB97M-V/def2-TZVPD
C 1.726 1.426 3.579
N 0.888 2.211 2.615
C 0.643 3.628 3.093
C -0.732 3.904 3.751
C -1.791 2.773 3.835
C -1.291 1.384 3.451
Br -2.757 0.242 2.974
C -0.378 1.488 2.251
H 1.369 1.604 4.594
H 1.667 0.365 3.339
H 2.752 1.787 3.492
H 1.445 2.276 1.759
H 1.452 3.841 3.795
H 0.797 4.280 2.231
H -1.187 4.726 3.197
H -0.534 4.283 4.756
H -2.226 2.739 4.837
H -2.616 3.020 3.158
H -0.795 0.899 4.293
H -0.073 0.506 1.882
H -0.869 2.052 1.453
C 3.465 -4.339 1.706
O 2.520 -3.578 2.478
C 1.326 -3.454 1.909
O 1.021 -3.834 0.811
O 0.504 -2.839 2.763
C -0.844 -2.716 2.275
H 4.378 -4.342 2.290
H 3.102 -5.354 1.564
H 3.629 -3.882 0.733
H -1.265 -3.694 2.048
H -0.870 -2.100 1.377
H -1.410 -2.244 3.070
C -5.912 -5.160 1.727
O -4.477 -5.173 1.702
C -3.957 -5.223 0.476
O -4.579 -5.232 -0.551
O -2.631 -5.265 0.587
C -1.931 -5.343 -0.666
H -6.181 -5.120 2.778
H -6.295 -4.289 1.200
H -6.309 -6.063 1.267
H -2.152 -4.469 -1.274
H -2.202 -6.246 -1.209
H -0.878 -5.359 -0.403
C 3.357 -0.817 0.688
O 4.494 -0.387 -0.054
C 4.546 0.915 -0.310
O 3.716 1.726 0.035
O 5.632 1.173 -1.004
C 5.803 2.550 -1.385
H 3.477 -1.886 0.808
H 3.337 -0.337 1.668
H 2.436 -0.604 0.145
H 5.873 3.179 -0.500
H 4.971 2.875 -2.007
H 6.731 2.575 -1.944
C 0.933 2.383 -0.975
O -0.020 3.196 -1.647
C 0.519 3.960 -2.614
O 1.688 3.979 -2.892
O -0.447 4.660 -3.173
C -0.027 5.509 -4.256
H 0.377 1.811 -0.234
H 1.401 1.685 -1.665
H 1.712 2.981 -0.502
H 0.396 4.911 -5.060
H 0.702 6.238 -3.911
H -0.924 6.017 -4.590
C 0.577 11.389 -6.095
O 1.689 11.125 -5.229
C 1.564 10.037 -4.485
O 0.623 9.285 -4.482
O 2.657 9.914 -3.734
C 2.668 8.767 -2.884
H 0.836 12.299 -6.624
H 0.437 10.568 -6.795
H -0.332 11.532 -5.514
H 2.624 7.852 -3.473
H 1.830 8.796 -2.190
H 3.609 8.819 -2.345
C -3.667 -8.411 0.780
O -4.313 -9.635 0.416
C -3.761 -10.236 -0.637
O -2.813 -9.829 -1.256
O -4.434 -11.353 -0.884
C -3.946 -12.103 -2.003
H -4.213 -8.027 1.637
H -2.629 -8.594 1.054
H -3.710 -7.715 -0.056
H -2.915 -12.408 -1.836
H -4.007 -11.511 -2.914
H -4.593 -12.971 -2.070
```

Summary:
HOMO-LUMO gap	9.44	eV
total charge	+1
highest occupied orbital energy	-12.0	eV
electronic energy	-4926.77885	hartree
energy relative to the best compared isomer or geometry (same formula, charge and spin)	11.1	kJ/mol